No. 1
This record from the OMol25 dataset describes a structure of composition C13H20N6O2RhS. The level of theory is ωB97M-V with the def2-TZVPD basis set.

The geometry in XYZ format:
```
43
Properties=species:S:1:pos:R:3:forces:R:3:mulliken_spin:R:1
Rh 1.034896 -0.781241 -2.441707 0.12 -0.14 -0.40 2.69
N 0.922269 2.028457 5.516698 0.01 0.02 -0.01 0.00
C 0.737496 1.332528 4.362412 0.00 0.00 0.02 0.00
C 1.835747 0.861797 3.627651 -0.02 -0.01 -0.02 0.00
C 1.644218 0.152537 2.462215 0.01 -0.02 0.01 0.00
C 0.354010 -0.104107 2.012503 -0.01 0.00 0.05 0.00
C -0.745522 0.359005 2.727460 -0.06 0.00 -0.01 0.00
C -0.559559 1.067713 3.889992 0.00 0.00 0.00 0.00
S 0.133227 -0.947541 0.516138 -0.08 -0.08 0.06 0.02
O -0.988205 -1.886954 0.705076 0.17 0.07 0.04 0.00
O 1.396568 -1.558549 0.149993 -0.06 -0.03 0.00 0.01
N -0.326731 0.007330 -0.691123 0.10 -0.04 0.04 0.04
C 0.226748 1.268782 -0.865312 -0.08 0.06 0.05 0.01
N 0.367520 2.139245 0.127474 -0.12 0.03 -0.05 0.00
C 0.915949 3.306841 -0.186975 0.03 0.03 0.01 0.01
C 1.328028 3.632025 -1.470584 -0.01 0.00 -0.04 0.00
C 1.144846 2.663210 -2.435581 -0.10 -0.02 -0.05 0.00
N 0.585042 1.488211 -2.146109 0.21 0.09 0.16 0.01
H 1.843670 2.215745 5.864195 0.00 -0.01 0.00 0.00
H 0.143120 2.366928 6.048521 0.00 -0.01 0.00 0.00
H 2.839488 1.051434 3.986255 0.00 0.00 0.00 0.00
H 2.490556 -0.214197 1.898392 0.01 -0.01 0.00 0.00
H -1.748505 0.163449 2.370530 0.01 0.00 0.00 0.00
H -1.414250 1.423408 4.451555 0.00 0.00 0.00 0.00
H 1.035028 4.011815 0.628356 -0.01 -0.01 0.01 0.00
H 1.777794 4.585127 -1.701876 0.00 0.00 0.00 0.00
H 1.451679 2.810119 -3.463692 0.02 0.00 0.00 0.01
C 2.964000 -1.003052 -3.008779 -0.07 0.00 -0.03 1.05
H 3.802140 -0.792716 -2.353562 -0.01 -0.01 0.04 0.04
H 3.203239 -1.359028 -4.007608 0.03 -0.01 0.00 0.04
N -2.861019 -2.993959 -0.663455 -0.04 -0.14 -0.16 0.00
C -2.857711 -2.276340 -1.979091 -0.09 -0.07 0.19 0.01
C -1.504408 -2.493866 -2.648591 0.03 -0.09 -0.11 -0.01
N -1.014673 -1.311681 -3.365996 -0.01 0.18 0.09 0.08
H -3.722984 -2.828905 -0.146010 0.05 0.02 0.02 0.00
H -2.025684 -2.626285 -0.088560 -0.08 0.23 0.12 0.00
H -2.756837 -4.001181 -0.776705 -0.04 -0.02 -0.05 0.00
H -3.000364 -1.222237 -1.745708 0.03 0.00 0.05 0.00
H -3.700483 -2.624623 -2.572972 0.01 0.02 -0.02 0.00
H -1.536010 -3.334259 -3.341372 -0.01 -0.01 0.02 -0.02
H -0.783299 -2.754354 -1.870669 0.04 0.01 0.00 0.00
H -1.442558 -0.461253 -3.011437 -0.04 -0.01 -0.03 0.00
H -1.188496 -1.359374 -4.361936 0.08 -0.02 -0.01 0.01
```
Positions in Å, forces in eV/Å.

2S+1 = 5
ΔE to the lowest compared entry with this formula, charge and spin = 0.0 kcal/mol
expectation value of S² = 6.008
total charge = +1
HOMO (spin up / spin down) = -9.8 / -10.5 eV
orbital gap (spin up / spin down) = 0.26324 / 0.25858 Eh
LUMO (spin up / spin down) = -2.6 / -3.4 eV



No. 2
This record from the OMol25 dataset describes a structure of composition C33H32BrF6N5NaO8PS4 in a non-equilibrium geometry. The level of theory is ωB97M-V with the def2-TZVPD basis set.

The geometry in XYZ format:
```
91
Properties=species:S:1:pos:R:3:forces:R:3:lowdin_charge:R:1
Na -0.048831 -0.300985 0.122999 -2.75 0.23 -0.83 0.01
C 0.369497 -0.979698 7.731822 0.01 0.01 -0.08 -0.06
C 0.964850 -0.724870 6.375468 -0.05 -0.01 0.07 -0.30
C 2.068232 -1.435665 5.928669 -0.10 0.06 0.12 -0.05
C 2.593533 -1.197334 4.668151 0.15 0.13 -0.19 -0.06
C 2.007559 -0.257825 3.839541 0.21 -0.29 -0.33 -0.23
C 0.888075 0.441121 4.260506 0.01 0.14 0.14 -0.04
C 0.380382 0.220863 5.530348 0.32 0.18 0.08 -0.08
S 2.536766 -0.072394 2.116205 -0.18 -0.74 1.60 0.63
O 2.398245 1.391769 1.958975 0.26 -1.10 1.52 -0.43
O 3.893191 -0.579813 2.088961 -0.03 -0.07 0.06 -0.31
N 1.448866 -0.812605 1.327732 1.95 0.34 1.36 -0.25
C 1.349250 -2.236531 1.450294 0.01 -0.66 0.40 -0.17
C -0.132914 -2.680364 1.369135 -0.04 -0.15 0.04 -0.67
O -0.429216 -3.756308 1.907189 0.24 -0.77 0.14 -0.04
O -0.937516 -1.931474 0.759180 -0.72 -1.25 0.51 -0.10
H 0.951924 -1.716184 8.281496 0.03 -0.04 0.08 0.07
H -0.647343 -1.356467 7.628388 -0.13 -0.05 0.07 0.07
H 0.321222 -0.061425 8.316635 0.00 0.04 0.08 0.07
H 2.522391 -2.174717 6.576746 0.04 -0.07 0.04 0.10
H 3.468725 -1.719237 4.310280 0.07 -0.09 -0.02 0.11
H 0.436163 1.145968 3.579642 -0.18 0.12 -0.06 0.12
H -0.473253 0.785966 5.883275 -0.12 0.04 -0.06 0.12
H 1.760191 -2.610229 2.402893 -0.14 -0.11 -0.20 0.11
H 1.892447 -2.745052 0.640094 0.00 -0.05 0.10 0.10
F 3.826986 3.305572 1.108074 0.20 -0.41 -0.02 0.13
C 2.517963 3.428474 0.907759 0.62 1.17 -0.07 -0.62
F 2.404257 4.530662 0.122395 -0.31 -0.28 -0.22 0.08
F 1.955600 3.799236 2.060249 -0.33 -0.55 -0.10 0.13
S 1.774625 1.941833 -0.011430 -0.22 2.76 -1.40 0.66
O 0.474371 1.578187 0.495244 0.37 1.46 0.84 -0.37
O 1.603334 2.589375 -1.304695 -0.12 0.63 -0.22 -0.34
N 2.935512 0.885021 -0.275195 0.44 -0.07 0.07 -0.30
S 2.472775 -0.085641 -1.375212 0.70 0.10 -3.03 0.58
O 1.048419 -0.189122 -1.539769 0.51 -0.21 -1.19 -0.35
O 3.247415 -1.276693 -1.488380 0.42 -0.20 0.52 -0.28
C 2.947717 0.840300 -3.010681 0.19 0.09 -0.41 -0.61
F 1.890163 1.267604 -3.713191 -0.23 -0.04 0.25 0.10
F 3.748061 1.894507 -2.805028 0.05 -0.04 0.24 0.10
F 3.632145 0.054085 -3.880919 -0.01 -0.43 0.35 0.08
C -1.508026 2.357894 -1.917766 -0.04 -0.07 0.11 -0.23
P -2.097806 1.751535 -0.280248 -0.89 0.53 -0.43 1.06
C -3.933333 2.030629 -0.556016 0.19 -0.34 0.10 -0.35
C -4.805459 1.010821 -0.187525 0.15 -0.02 0.02 -0.12
C -6.175035 1.145697 -0.344773 -0.22 -0.04 0.01 -0.10
C -6.700693 2.308515 -0.881909 -0.12 -0.10 0.02 -0.12
C -5.845661 3.338188 -1.239356 -0.04 0.19 -0.04 -0.11
C -4.479495 3.202519 -1.070344 0.08 0.03 -0.10 -0.09
C -1.878291 3.275085 0.696037 0.15 0.06 0.19 -0.36
C -0.869290 4.183574 0.397712 -0.12 0.02 0.11 -0.10
C -0.701952 5.320408 1.169259 0.07 0.21 0.00 -0.09
C -1.534297 5.565161 2.248472 -0.01 0.14 -0.01 -0.11
C -2.529355 4.652674 2.561466 -0.09 0.05 0.18 -0.10
C -2.697033 3.511861 1.797283 0.10 -0.07 0.00 -0.11
H -0.421788 2.307358 -1.907416 0.09 0.07 -0.14 0.01
H -1.835928 3.380204 -2.121391 0.05 -0.06 -0.04 0.04
H -1.876012 1.689474 -2.695649 -0.03 -0.02 -0.03 0.04
H -4.391002 0.116709 0.258057 0.02 -0.09 0.06 0.06
H -6.835020 0.347933 -0.028839 -0.02 -0.06 -0.02 0.09
H -7.770196 2.417834 -1.015808 -0.03 0.00 0.03 0.09
H -6.250680 4.261614 -1.634306 0.00 0.04 -0.05 0.09
H -3.832502 4.027122 -1.337067 0.09 0.06 0.01 0.10
H -0.187813 3.976497 -0.410598 0.08 0.09 -0.18 0.08
H 0.095336 6.012595 0.932677 0.06 0.00 -0.02 0.10
H -1.406824 6.462351 2.844933 0.02 -0.05 0.01 0.09
H -3.168641 4.830780 3.417469 -0.04 -0.05 0.03 0.09
H -3.445736 2.778912 2.066020 -0.12 0.03 0.03 0.07
Br 0.601488 -3.309780 -2.120340 0.04 -0.16 -0.06 0.88
C -1.078776 -2.602038 -2.604604 -0.18 -0.28 -0.25 -0.70
C -1.827589 -3.247656 -3.590213 0.12 0.11 0.09 -0.12
C -3.053815 -2.701738 -3.917443 -0.02 0.10 0.12 -0.09
C -3.497415 -1.574273 -3.235152 0.00 -0.06 0.00 -0.06
C -2.666111 -1.032817 -2.265709 -0.49 -0.03 -0.31 -0.13
N -1.480172 -1.528704 -1.980310 0.57 0.01 0.24 0.08
H -1.444646 -4.132092 -4.073487 0.03 -0.06 -0.04 0.09
H -3.661724 -3.151791 -4.691010 -0.04 -0.05 -0.03 0.10
H -4.462141 -1.136913 -3.448684 -0.03 0.08 0.03 0.10
H -2.941225 -0.171412 -1.677900 -0.25 0.06 -0.08 0.05
C -3.887427 -2.688763 1.727256 -0.15 0.05 -0.41 -0.05
N -3.103934 -2.586316 2.922375 0.72 0.25 0.31 -0.12
C -2.578734 -3.635787 3.636131 0.13 -0.27 0.55 -0.09
C -1.665015 -3.143281 4.497443 -0.31 -0.37 0.14 -0.10
N -1.628132 -1.780494 4.308352 -0.10 -0.33 -0.65 0.09
C -2.482309 -1.441078 3.307207 -0.38 -0.19 0.67 -0.83
S -2.885960 0.095822 2.864054 -0.13 1.18 -0.38 0.63
H -4.468384 -3.609792 1.752271 0.01 -0.03 0.04 0.08
H -3.209942 -2.682858 0.866755 -0.02 0.00 0.05 0.09
H -4.555801 -1.828581 1.667175 0.00 -0.05 0.04 0.05
H -2.893668 -4.641766 3.450845 0.09 -0.17 -0.05 0.11
H -1.030096 -3.632772 5.209051 0.09 -0.12 -0.03 0.11
H -0.911839 -1.148181 4.642150 -0.21 -0.06 -0.03 0.09
```
Positions in Å, forces in eV/Å.

ΔE to the lowest compared entry with this formula, charge and spin = 128.1 kcal/mol
total charge = -2
HOMO = -2.4 eV
orbital gap = 0.22014 Eh
LUMO = 3.6 eV



No. 3
This record from the OMol25 dataset describes an isolated molecule of C4H4O. The level of theory is ωB97M-V with the def2-TZVPD basis set.

The geometry in XYZ format:
```
9
Properties=species:S:1:pos:R:3:forces:R:3:lowdin_charge:R:1
C -1.343460 0.448135 -0.217977 -0.07 0.03 0.02 -0.07
C -0.182737 -0.128264 -0.867792 0.51 -0.10 0.06 -0.06
C 0.985313 -0.473834 -0.875075 -0.68 0.28 0.19 0.00
C 1.825648 -0.543728 0.331601 0.16 0.10 0.43 -0.28
O 1.525923 0.125580 1.297171 0.48 -0.28 -0.34 0.04
H -1.589736 1.452549 -0.567149 -0.03 -0.16 -0.11 0.09
H -0.911109 0.549897 0.796371 -0.49 0.04 -0.09 0.10
H -2.225212 -0.194080 -0.205143 0.08 0.12 -0.05 0.08
H 2.680381 -1.228006 0.374192 0.04 -0.05 -0.12 0.11
```
Positions in Å, forces in eV/Å.

SMILES string = CC#CC=O
ΔE to the lowest compared entry with this formula, charge and spin = 58.7 kcal/mol
HOMO = -10.1 eV
orbital gap = 0.38597 Eh
LUMO = 0.4 eV



No. 4
This record from the OMol25 dataset describes a structure of composition C24H67N6O7Sr in a non-equilibrium geometry. The level of theory is ωB97M-V with the def2-TZVPD basis set.

The geometry in XYZ format:
```
105
Properties=species:S:1:pos:R:3:forces:R:3:mulliken_spin:R:1
Sr -0.793145 2.804465 0.753178 0.52 -1.06 -1.08 0.00
O 0.399432 0.737404 0.090844 0.20 -0.85 0.23 0.01
H 0.527720 -0.117956 0.545186 -0.34 0.67 -0.09 0.00
C 3.987144 -2.032091 -1.998282 0.68 -1.38 0.03 0.05
C 2.903811 -1.457242 -1.078532 3.24 0.55 0.06 -0.01
C 3.434744 -1.000158 0.318211 -0.66 -1.53 0.77 0.06
O 4.090626 -2.116326 0.951317 0.24 0.88 -2.02 0.00
C 4.276453 -1.993086 2.343339 -0.55 0.35 0.26 0.00
N 2.286783 -0.397997 -1.760220 -2.03 -1.48 0.79 0.79
H 4.790382 -1.334590 -2.235779 -0.29 0.40 0.24 0.00
H 3.647442 -2.453041 -2.944593 -0.55 0.31 -0.03 0.00
H 4.490949 -2.883158 -1.540057 -0.14 0.10 0.40 0.00
H 2.091045 -2.151824 -0.866245 -0.49 -0.73 -0.20 0.10
H 2.567103 -0.800791 0.947144 -0.42 0.31 0.07 -0.01
H 3.949377 -0.042454 0.240387 0.83 -0.27 0.00 0.00
H 4.775790 -2.877697 2.738610 0.00 0.05 -0.36 0.00
H 3.278702 -1.935042 2.778317 -0.09 0.07 0.51 0.00
H 4.838308 -1.097239 2.607655 0.13 0.00 -0.06 0.00
H 1.700516 -0.697765 -2.526072 0.36 -0.04 -1.72 0.00
H 1.604010 0.032445 -1.153068 -0.53 2.44 1.31 0.00
C -2.151687 -2.551763 0.114806 0.62 -0.79 -0.36 0.00
C -1.643666 -2.346601 -1.342133 -1.59 -2.37 0.81 0.00
C -2.665061 -2.896714 -2.414798 0.60 -0.91 0.41 0.00
O -2.802420 -4.328216 -2.434245 0.41 -0.04 -0.52 0.00
C -1.834631 -5.037540 -3.248040 0.68 0.82 1.06 0.00
N -1.497683 -0.979168 -1.555033 0.49 2.87 -0.82 0.00
H -3.089750 -2.026787 0.295180 0.00 0.08 -0.21 0.00
H -1.432081 -2.220216 0.863373 0.20 0.48 -0.25 0.00
H -2.284269 -3.592258 0.411277 -0.24 -0.18 -0.46 0.00
H -0.637170 -2.726803 -1.516765 -0.03 -1.42 0.26 0.00
H -2.421790 -2.522353 -3.409172 0.49 0.00 -0.24 0.00
H -3.656719 -2.477439 -2.244714 -0.05 -0.14 0.48 0.00
H -1.786115 -4.684848 -4.278268 -0.41 -0.06 -0.10 0.00
H -1.878928 -6.124790 -3.184560 -1.18 0.14 -0.07 0.00
H -0.842455 -4.907772 -2.815791 0.41 0.53 0.07 0.00
H -1.068460 -0.917577 -2.467215 -0.71 0.44 -0.77 0.00
H -0.684274 -0.657183 -1.050270 -0.14 0.26 1.03 0.00
C -4.504385 0.565290 -1.638749 0.38 1.10 -1.67 0.00
C -3.636160 1.802685 -1.252405 -1.61 -0.14 0.20 0.00
C -4.481634 2.919660 -0.618182 -1.75 0.26 -2.48 0.00
O -5.542887 3.278811 -1.552928 0.94 -0.95 0.23 0.00
C -6.508418 4.187448 -1.083489 0.00 0.76 0.27 0.00
N -2.753492 1.364827 -0.180400 0.17 0.17 0.73 0.00
H -4.066861 -0.003094 -2.459490 0.77 -0.34 0.51 0.00
H -5.403746 0.849958 -2.184856 -0.51 0.30 0.90 0.00
H -4.645755 -0.055089 -0.753746 -0.41 -0.04 -0.23 0.00
H -3.017684 2.253267 -2.028652 -0.28 -0.31 -0.44 0.00
H -3.820093 3.783516 -0.553221 0.04 0.43 0.81 0.00
H -4.986156 2.596228 0.292291 0.43 0.09 0.45 0.00
H -7.326800 4.327906 -1.789622 0.34 -0.40 -0.38 0.00
H -6.045279 5.166891 -0.963958 -0.03 0.23 0.26 0.00
H -6.996216 3.895769 -0.153392 0.25 -0.25 0.28 0.00
H -3.432607 1.022098 0.484002 0.04 0.10 1.04 0.00
H -2.440409 0.465265 -0.516358 1.18 -0.57 -0.35 0.00
C 3.629794 4.111795 1.579807 1.39 -1.59 -0.78 0.00
C 3.368556 2.542236 1.587733 0.38 1.68 1.49 0.00
C 3.833430 1.782439 2.861457 1.13 1.05 -1.04 0.00
O 5.270242 1.820406 2.888997 -0.93 -1.53 1.38 0.00
C 5.778303 1.196701 4.124429 1.12 0.78 -0.93 0.00
N 1.935282 2.480241 1.533007 -2.70 -0.30 0.25 0.00
H 3.098757 4.648770 2.365783 -0.02 -0.35 0.10 0.00
H 3.336954 4.507067 0.607132 -0.26 -0.03 0.03 0.00
H 4.700056 4.308572 1.642441 -0.01 0.10 0.32 0.00
H 3.786015 1.947488 0.775275 0.17 0.75 -0.42 0.00
H 3.400048 0.789464 2.741904 0.29 -0.53 0.27 0.00
H 3.423497 2.216691 3.773317 -0.11 0.25 0.16 0.00
H 5.672816 0.118201 4.241910 -1.18 -0.02 -0.18 0.00
H 5.482014 1.784058 4.993530 -0.29 -0.26 0.01 0.00
H 6.866682 1.223833 4.071435 0.05 0.67 -0.21 0.00
H 1.583743 2.446001 2.479244 0.21 0.55 0.89 0.00
H 1.521529 1.616911 1.211180 0.68 -0.70 -0.90 0.00
C -0.204918 3.003318 -4.542055 -0.75 -1.21 -1.86 0.00
C -0.373108 1.594665 -3.858696 -0.79 1.30 -1.56 0.00
C 0.391665 0.409778 -4.510334 -0.49 0.56 0.23 0.00
O -0.062848 -0.842585 -3.922781 1.01 0.66 0.23 0.01
C 0.329682 -2.134877 -4.448438 -0.66 0.74 -1.11 0.00
N -0.073951 1.959826 -2.511835 0.98 -1.33 1.80 0.00
H 0.819889 3.350783 -4.672933 0.20 0.08 1.09 0.00
H -0.909928 3.684172 -4.065081 0.61 0.14 0.26 0.00
H -0.481526 3.051242 -5.595280 -0.50 -0.54 -0.19 0.00
H -1.418824 1.288861 -3.826143 -0.24 0.15 -0.51 0.00
H 1.456001 0.589573 -4.358826 0.44 -0.36 0.08 0.00
H 0.214364 0.499070 -5.582104 -0.15 -0.53 -0.10 0.00
H 0.288031 -2.901614 -3.674815 0.40 0.37 0.29 0.00
H 1.268653 -2.069989 -4.998190 0.21 -0.16 0.32 0.00
H -0.434103 -2.442167 -5.162785 0.02 0.03 -0.22 0.00
H 0.926905 2.095414 -2.511881 0.52 0.63 0.34 0.00
H -0.163693 1.120761 -1.956834 -0.30 -0.12 0.65 0.00
C -1.627799 -2.323757 3.508097 -0.49 -0.07 0.34 0.00
C -1.365283 -0.842951 3.804691 0.62 -0.82 0.95 0.00
C 0.092721 -0.667063 4.374259 -1.26 0.57 -0.26 0.00
O 0.382511 -1.259472 5.605565 -0.49 -0.55 0.04 0.00
C -0.488721 -0.970894 6.701125 -0.01 -0.04 0.52 0.00
N -1.654532 0.006900 2.626128 1.16 -0.10 0.18 0.00
H -0.871835 -2.878260 2.952089 0.41 0.55 -0.25 0.00
H -2.561397 -2.458169 2.961804 -0.10 0.05 0.18 0.00
H -1.680122 -2.888502 4.438914 -0.21 0.16 0.14 0.00
H -2.003907 -0.481087 4.610481 -0.40 -0.25 -0.18 0.00
H 0.238284 0.406582 4.493378 0.22 0.61 -0.23 0.00
H 0.767893 -1.053114 3.610579 0.40 -0.12 0.17 0.00
H -0.157818 -1.571875 7.548134 0.13 -0.12 -0.26 0.00
H -1.546878 -1.189712 6.557943 0.03 -0.35 -0.47 0.00
H -0.472261 0.057388 7.062325 0.42 0.41 -0.40 0.00
H -0.893178 -0.199723 1.995442 -0.06 -0.77 -1.00 0.00
H -1.279139 0.907340 2.887661 -0.38 0.97 0.80 0.00
```
Positions in Å, forces in eV/Å.

2S+1 = 2
ΔE to the lowest compared entry with this formula, charge and spin = 0.0 kcal/mol
expectation value of S² = 0.754
total charge = +2
HOMO (spin up / spin down) = -13.8 / -13.8 eV
orbital gap (spin up / spin down) = 0.27951 / 0.14326 Eh
LUMO (spin up / spin down) = -6.2 / -9.9 eV